[1]
This record from the Open Molecules 2025 dataset describes the molecule C4H9NO2 at a distorted geometry. The level of theory is ωB97M-V with the def2-TZVPD basis set.

Geometry as XYZ:
```
16
Properties=species:S:1:pos:R:3:forces:R:3:nbo_charge:R:1
C 0.1215 0.5626 -0.2633 -0.9 -2.2 0.8 -0.2440
C -0.8484 0.1127 -1.3545 -2.2 0.3 0.2 -0.5093
C -0.5660 -1.1041 -2.2281 0.9 3.3 -2.2 0.4351
O 0.5589 -1.4908 -2.4106 -0.3 -1.2 0.5 -0.5132
N -0.0461 -0.3717 0.8863 0.9 -1.5 -0.7 -0.6545
C 0.3086 -0.0134 2.2273 -0.8 1.8 -1.3 0.1007
O 1.5664 0.6396 2.3577 0.5 -0.6 1.0 -0.7513
H -0.1564 1.5819 -0.0087 0.2 0.1 0.3 0.2029
H 1.1279 0.4902 -0.6875 0.0 0.4 0.1 0.2017
H -1.9715 -0.0179 -1.0957 1.8 0.6 0.4 0.2228
H -0.8196 1.0354 -1.9695 -0.3 -0.9 -0.8 0.2381
H -1.3489 -1.1576 -3.0794 0.4 -1.0 1.3 0.1104
H 0.4390 -1.2628 0.6803 -0.4 0.8 -0.3 0.3600
H 0.3493 -0.9426 2.8133 -0.2 0.7 0.1 0.1859
H -0.5230 0.6962 2.4798 0.8 -0.5 0.8 0.1426
H 1.8083 1.2422 1.6526 -0.6 0.0 -0.3 0.4722
```
Positions in Å, forces in eV/Å.

Results
Kohn-Sham gap: 9.852 eV
E: -9877.240 eV
energy above the lowest of the compared OMol25 structures with the same formula, charge and spin: 2.821 eV
charge: 0
SMILES: O=CCCNCO
largest force on an atom: 4.034 eV/Å

---

[2]
This record from the Open Molecules 2025 dataset describes a 11-piece molecular cluster, C44H68O23 overall at a distorted geometry. The level of theory is ωB97M-V with the def2-TZVPD basis set.

Geometry as XYZ:
```
135
Properties=species:S:1:pos:R:3:forces:R:3:mulliken_charge:R:1
O -1.6118 4.9161 3.2384 -1.3 0.2 0.3 -0.6438
C -0.5809 4.8561 2.6555 0.2 0.2 -0.2 0.4861
O 0.4674 5.6148 3.0466 0.2 0.8 0.6 -0.4079
C 1.6744 5.1353 2.4657 0.3 -1.7 1.9 -0.5152
C 1.2699 3.7214 2.0514 -0.2 0.3 -1.0 -0.4492
C -0.1501 3.9610 1.5338 0.8 0.1 1.7 0.5724
H 2.4934 5.0660 3.2176 -0.7 0.4 -0.2 0.3050
H 2.0036 5.7938 1.7020 0.1 0.4 -1.1 0.3285
H 1.2484 2.9597 2.8449 0.3 0.5 -0.1 -0.0059
H 1.8710 3.4546 1.2289 1.0 -1.0 -0.8 0.4680
H -0.7407 3.0800 1.5017 -0.7 -0.6 -0.3 -0.1333
H -0.1148 4.5164 0.6298 -0.2 0.4 -1.0 -0.0136
O -4.2170 -1.6556 3.2757 -0.6 0.7 -1.7 -0.6802
C -4.7663 -1.3029 2.2369 1.3 -1.1 3.0 0.5333
O -4.7739 -2.1307 1.1728 -0.3 1.1 -0.2 -0.2641
C -5.4721 -1.4602 0.1015 -0.4 -1.0 -1.6 -0.2310
C -6.3800 -0.4488 0.7570 -0.8 0.2 1.4 -0.5366
C -5.6665 -0.1090 2.0812 -0.8 0.4 -0.4 -0.2096
H -6.0797 -2.2471 -0.4306 0.8 0.8 0.4 0.2894
H -4.7325 -1.0482 -0.5967 -0.2 0.0 0.2 0.0912
H -7.2437 -1.0246 1.1055 -0.4 0.4 -0.7 0.2388
H -6.6500 0.4819 0.2266 0.0 -0.9 -0.2 0.3537
H -6.3412 -0.1020 2.9742 0.5 0.0 -0.8 0.2903
H -5.2684 0.9080 1.9761 0.8 -0.6 0.4 0.1414
O 1.0703 -3.2552 2.6574 0.2 1.5 1.8 -0.5251
C 1.1329 -2.4351 3.5698 -0.9 -1.6 -1.3 0.3837
O 2.3111 -1.9252 3.9433 -0.1 0.6 0.1 -0.3283
C 2.1189 -0.7629 4.7706 -0.3 0.6 0.6 -0.5682
C 0.6628 -0.8495 5.3535 0.3 -0.2 0.9 0.1820
C -0.0148 -1.9002 4.4507 0.6 0.7 -0.4 -0.1528
H 2.3401 0.1545 4.1950 -0.5 -0.5 -0.1 0.2146
H 2.8776 -0.7704 5.5407 0.1 -0.3 0.3 0.3349
H 0.1378 0.1184 5.3388 0.3 -0.3 -0.3 -0.3081
H 0.6515 -1.1614 6.4422 0.3 0.2 -1.3 0.2629
H -0.7745 -1.3959 3.8467 0.0 -0.4 -0.2 0.0084
H -0.4824 -2.7276 4.9775 0.0 0.0 0.0 0.4299
O -1.9681 1.4660 3.5467 0.3 1.4 1.8 -0.4451
C -1.9941 2.1027 4.5964 0.8 -1.3 -1.3 0.3469
O -0.9043 2.7495 5.1143 -1.1 0.1 0.0 -0.3130
C -1.3955 3.6044 6.2032 -0.9 -0.7 -0.4 -0.5214
C -2.5946 2.8593 6.8410 0.7 0.1 -1.0 -0.6024
C -3.1128 2.1142 5.5997 -1.7 0.6 0.0 -0.3123
H -1.7508 4.5325 5.7685 0.3 0.2 -0.1 0.2530
H -0.5874 3.7504 6.8650 0.9 0.3 0.6 0.4398
H -3.2934 3.5548 7.2890 -0.2 0.1 -0.1 0.2996
H -2.2825 2.1822 7.6281 0.2 -0.2 0.0 0.2974
H -4.0630 2.5800 5.1648 1.4 -0.7 0.5 0.2862
H -3.3165 1.0674 5.8172 -0.3 0.0 -0.1 0.2480
O 3.1736 -3.0938 -0.8500 -1.3 0.6 -1.5 -0.1759
C 3.8856 -3.1677 0.0827 1.4 -0.7 2.7 0.2970
O 4.5443 -4.3227 0.3590 0.2 -0.4 0.3 -0.4587
C 5.3922 -4.2332 1.5592 0.2 -0.1 -2.3 -0.4329
C 5.4609 -2.7535 1.8458 2.3 0.2 -2.0 -0.8837
C 4.2492 -2.1691 1.1802 -0.7 1.6 0.1 0.9892
H 6.3367 -4.7211 1.2137 -0.6 0.5 0.8 0.2813
H 4.9227 -4.7699 2.3492 -0.4 -0.6 0.6 0.3024
H 6.3547 -2.3366 1.3264 -0.4 -0.3 0.4 0.2920
H 5.6363 -2.6040 2.8722 -0.3 0.6 1.4 0.4237
H 4.4123 -1.1651 0.6880 -0.2 -1.0 0.7 0.1718
H 3.4997 -2.0759 1.9931 -0.3 -0.1 -1.1 -0.6913
O -3.9801 -1.9472 -6.5596 -2.2 -1.9 -2.6 -0.5587
C -3.3273 -1.3134 -5.8416 1.5 1.3 2.5 0.2023
O -3.5574 -0.0029 -5.6067 0.7 1.0 0.5 -0.4043
C -2.5116 0.5419 -4.7000 -1.0 -1.4 -0.7 -0.2526
C -1.4149 -0.4775 -4.7542 0.5 -1.6 0.9 0.2144
C -2.1962 -1.7921 -4.9829 -0.3 1.0 1.1 -0.0849
H -2.9168 0.6353 -3.7116 -0.4 0.2 0.4 0.2060
H -2.2027 1.4723 -5.0955 0.1 1.1 -0.3 0.2155
H -0.8138 -0.5320 -3.8225 -0.2 0.3 -0.7 -0.2810
H -0.7886 -0.2990 -5.6077 0.6 0.2 -0.3 0.3104
H -2.5975 -2.1711 -4.0238 -0.1 0.3 -0.3 0.1004
H -1.7371 -2.6445 -5.4187 0.8 -0.4 -0.6 0.3443
O 4.2980 -3.5536 -4.5113 0.9 0.8 0.1 -0.6184
C 3.2981 -3.8186 -3.9317 -2.0 -1.8 -0.2 0.4918
O 2.1927 -3.0265 -3.8836 1.0 0.8 -0.2 -0.2780
C 1.0879 -3.7480 -3.3457 -0.4 -0.6 -0.6 0.7340
C 1.3871 -5.2199 -3.7088 0.3 0.5 0.4 -0.5627
C 2.8456 -5.1885 -3.3684 1.2 1.8 1.2 -0.3268
H 0.1907 -3.3007 -3.7852 0.1 -0.2 0.2 -0.0151
H 1.0785 -3.6635 -2.2683 0.1 0.3 -0.1 -0.4884
H 1.2614 -5.4689 -4.7518 -0.3 0.1 -0.4 0.3466
H 0.8833 -5.9456 -3.0989 -0.6 -0.2 0.3 0.3380
H 3.5197 -5.9348 -3.6864 0.4 -1.0 -0.6 0.4778
H 2.9853 -5.0628 -2.2739 -0.2 -0.3 -0.4 -0.0635
O 4.9346 0.2420 -1.3100 0.0 0.2 0.5 -0.5462
C 4.8854 0.6952 -2.4143 0.3 -0.2 -0.1 0.4000
O 4.7806 2.0338 -2.6489 0.2 -0.2 1.5 -0.3775
C 4.9123 2.3329 -4.0063 0.4 -0.2 -0.8 -0.5203
C 4.4759 1.0711 -4.7031 -2.2 -0.9 -0.1 -0.3375
C 4.8158 -0.0960 -3.6957 -0.4 1.1 -0.5 0.2378
H 5.9121 2.5979 -4.2642 1.2 0.1 0.2 0.2307
H 4.3308 3.2086 -4.2481 -0.5 0.1 0.0 0.3864
H 4.8287 0.9778 -5.7474 -0.3 -0.1 0.7 0.4218
H 3.3436 1.2201 -4.6558 1.2 -0.8 -0.7 0.0314
H 5.6789 -0.7178 -3.9286 0.4 0.5 0.1 0.4027
H 4.0557 -0.8508 -3.4793 -0.4 0.3 -0.6 -0.3944
O -1.7595 1.6157 -1.7853 0.0 0.1 -0.3 -0.7389
C -1.0146 0.8015 -1.3319 0.9 -0.7 0.9 0.5115
O 0.1890 0.4574 -1.8860 -2.4 1.7 -0.9 -0.3097
C 0.8843 -0.4592 -1.0969 0.8 -1.3 -1.7 0.9520
C 0.2020 -0.5664 0.2101 0.1 -1.6 0.4 0.5762
C -1.1570 -0.0199 -0.0413 -1.5 0.1 -0.5 0.4804
H 1.8299 0.0210 -1.0991 1.5 -0.5 0.5 -0.0185
H 0.8937 -1.4270 -1.6586 0.3 0.7 0.5 -0.9183
H 0.6808 0.0270 0.9321 0.8 0.9 1.0 0.3239
H 0.3075 -1.5986 0.5575 -0.5 0.1 0.1 -0.6156
H -1.4848 0.5753 0.7880 -0.3 0.7 0.3 0.1308
H -1.9919 -0.7219 -0.2026 0.5 -0.2 -0.1 -0.3859
O -2.2486 -3.3910 -1.8727 -1.2 0.6 -0.8 -0.6175
C -1.7318 -3.9709 -0.9678 -0.7 0.5 0.8 0.0944
O -0.4451 -4.2005 -1.0216 1.6 -0.9 0.5 0.1861
C 0.0695 -4.9219 0.1480 -0.5 -0.4 -1.6 -0.2417
C -1.0120 -4.7331 1.1466 -1.4 -0.6 1.1 -0.2457
C -2.3169 -4.4804 0.3354 1.5 -1.5 -0.8 -0.2153
H 0.9853 -4.4280 0.3667 0.8 0.2 0.5 -0.1001
H 0.2596 -5.9408 -0.1749 0.0 -0.2 0.0 0.4092
H -0.7341 -3.7911 1.5946 -0.4 0.1 0.7 -0.1045
H -1.1417 -5.5188 1.9458 0.4 0.8 -0.9 0.4385
H -2.8730 -3.7644 0.8711 -1.2 0.8 0.1 0.0860
H -2.9110 -5.3745 0.0228 0.3 0.5 0.7 0.2955
C 0.6717 4.1701 -3.0931 0.3 -0.2 -0.6 -0.8751
C -0.6692 4.7932 -3.2139 -1.7 0.3 0.2 -0.1971
O -0.8769 5.6138 -2.0159 1.3 -1.3 -0.9 -0.2609
C -2.0618 6.0783 -1.7253 -0.9 1.1 -0.7 0.6865
O -3.0137 6.2287 -2.4607 0.5 -0.5 0.5 -0.5820
O -1.9715 6.4902 -0.4643 0.3 0.3 0.6 -0.1866
C -3.0481 7.2538 0.0326 -1.7 -0.4 -0.3 -0.7347
H 1.4392 4.9210 -2.9183 0.1 0.0 -0.1 0.3638
H 0.8574 3.6321 -4.0322 0.2 0.1 0.2 0.4086
H 0.7029 3.4487 -2.2978 0.0 -0.3 0.4 0.0077
H -1.5004 4.0652 -3.2836 0.5 0.1 0.3 0.1657
H -0.7859 5.3884 -4.1183 0.2 0.5 0.1 0.3638
H -3.9597 6.6139 -0.0052 0.4 0.7 0.0 0.3166
H -3.2244 8.1739 -0.5394 0.2 -0.3 0.0 0.3113
H -2.8529 7.5094 1.0596 0.4 -0.1 0.3 0.2240
```
Positions in Å, forces in eV/Å.

Results
Kohn-Sham gap: 9.725 eV
E: -93824.138 eV
charge: 0
SMILES: CCOC(=O)OC.O=C1CCCO1.O=C1CCCO1.O=C1CCCO1.O=C1CCCO1.O=C1CCCO1.O=C1CCCO1.O=C1CCCO1.O=C1CCCO1.O=C1CCCO1.O=C1CCCO1
largest force on an atom: 3.909 eV/Å

---

[3]
This record from the Open Molecules 2025 dataset describes CH2FNO as an isolated structure at a distorted geometry. The level of theory is ωB97M-V with the def2-TZVPD basis set.

Geometry as XYZ:
```
6
Properties=species:S:1:pos:R:3:forces:R:3:nbo_charge:R:1
C -0.0346 0.4093 0.3871 2.9 -2.4 2.5 0.5756
N 0.0392 -0.1542 -0.8557 -1.2 -1.4 -1.2 -0.3320
O 0.6520 1.1162 -0.4786 0.8 1.3 0.5 -0.3116
F 1.0092 -0.4676 1.4870 -2.6 2.2 -2.5 -0.5104
H -0.8784 0.7039 0.9820 0.0 0.0 0.3 0.2019
H 0.7676 -0.8708 -0.9265 0.2 0.3 0.5 0.3767
```
Positions in Å, forces in eV/Å.

Results
Kohn-Sham gap: 12.374 eV
E: -7320.606 eV
energy above the lowest of the compared OMol25 structures with the same formula, charge and spin: 4.353 eV
charge: 0
largest force on an atom: 4.528 eV/Å

---

[4]
This record from the Open Molecules 2025 dataset describes the molecule C5H9NOS at a distorted geometry. The level of theory is ωB97M-V with the def2-TZVPD basis set.

Geometry as XYZ:
```
17
Properties=species:S:1:pos:R:3:forces:R:3:nbo_charge:R:1
C 1.3747 -0.6442 2.2592 2.5 0.8 1.3 -0.6638
C 0.3864 -0.1877 1.3069 -2.1 -0.3 -0.6 0.2802
C 0.7046 -0.2428 -1.0313 -1.1 -0.6 -0.6 0.0382
C -0.9345 -0.1014 1.4499 0.5 1.4 0.6 -0.2280
C -1.9258 0.6520 0.5834 -1.7 -2.0 0.6 -0.2586
H 2.1179 -1.3677 1.8607 -0.4 0.6 0.0 0.2306
H 1.0176 -1.0626 3.1784 -0.8 -0.3 0.3 0.2351
H 1.9288 0.2938 2.6352 -0.4 -1.3 -0.8 0.2339
H -0.0187 -1.1399 -0.9839 1.2 1.2 -0.1 0.1766
H -1.2961 -0.4355 2.4064 -0.4 -0.3 0.1 0.2162
H -2.5892 1.3301 1.2011 0.8 -0.9 -0.4 0.2079
H -1.5372 1.2658 -0.2054 0.6 0.1 -0.4 0.1966
H -2.2647 -1.0878 -0.6477 -1.3 1.6 1.8 0.3500
H -3.6348 -0.1533 -0.3757 -0.3 0.2 -0.3 0.3569
N -2.8131 -0.4954 0.0874 1.9 -0.4 -1.2 -0.8371
O 0.9432 0.2906 0.1530 1.2 0.7 -0.6 -0.4906
S 1.2993 0.4153 -2.3946 -0.3 -0.5 0.5 -0.0442
```
Positions in Å, forces in eV/Å.

Results
Kohn-Sham gap: 9.264 eV
E: -19701.832 eV
energy above the lowest of the compared OMol25 structures with the same formula, charge and spin: 2.471 eV
charge: 0
SMILES: C/C(=C/CN)OC=S
largest force on an atom: 2.973 eV/Å